{
  "formula": "CHIN4O4S",
  "method": "ωB97M-V with the def2-TZVPD basis set",
  "species": ["C", "N", "N", "N", "N", "O", "O", "O", "O", "S", "I", "H"],
  "xyz": [[-0.4610, -1.4681, 2.1862], [-1.1604, -1.9076, 2.9852], [-0.7982, 1.7257, -0.6646], [0.2105, -0.7135, 1.2963], [0.9607, -1.1399, 0.4359], [1.7996, -1.9324, 0.2780], [1.1051, -0.0986, -0.6399], [-1.1479, -0.5940, -1.5191], [0.3877, 1.0279, -2.6618], [-0.1979, 0.4607, -1.4791], [0.4377, 3.2892, -0.4197], [-1.1360, 1.3506, 0.2027]],
  "atomic_forces_ev_per_a": [[0.72, 0.01, -0.02], [-0.02, -0.24, 0.09], [-0.22, -0.83, 0.11], [-2.60, 0.52, 1.27], [1.63, 2.04, -2.33], [0.02, -1.92, 0.55], [0.18, 0.06, -0.10], [-0.06, 0.09, 0.44], [-0.18, -0.96, 1.12], [0.66, 0.42, -2.10], [0.30, 0.60, 0.21], [-0.44, 0.20, 0.77]],
  "mulliken_charge": [0.390, -0.332, -0.561, -0.474, 1.095, -0.528, -0.328, -0.565, -0.568, 1.270, 0.259, 0.342],
  "e_above_lowest_kj_mol": 0.0,
  "charge": 0,
  "gap_ev": 8.7730,
  "total_energy_ev": -34132.5948
}

***

{
  "formula": "C28H79N5O13",
  "method": "ωB97M-V with the def2-TZVPD basis set",
  "species": ["C", "O", "C", "C", "C", "N", "H", "H", "H", "H", "H", "H", "H", "H", "H", "H", "H", "C", "O", "C", "C", "C", "N", "H", "H", "H", "H", "H", "H", "H", "H", "H", "H", "H", "C", "O", "C", "C", "C", "N", "H", "H", "H", "H", "H", "H", "H", "H", "H", "H", "H", "C", "O", "C", "C", "C", "N", "H", "H", "H", "H", "H", "H", "H", "H", "H", "H", "H", "C", "O", "C", "C", "C", "N", "H", "H", "H", "H", "H", "H", "H", "H", "H", "H", "H", "O", "C", "C", "O", "H", "H", "H", "H", "H", "H", "O", "C", "C", "O", "H", "H", "H", "H", "H", "H", "O", "C", "C", "O", "H", "H", "H", "H", "H", "H", "O", "C", "C", "O", "H", "H", "H", "H", "H", "H"],
  "xyz": [[17.6858, -2.4125, -11.3367], [16.9266, -1.9332, -12.3543], [15.6935, -2.5125, -12.4950], [14.7640, -1.9468, -13.6895], [14.3311, -0.4535, -13.6834], [13.4212, -2.6060, -13.8372], [17.1587, -2.3135, -10.3877], [18.6969, -2.0294, -11.4741], [17.6940, -3.4999, -11.4111], [15.7829, -3.5716, -12.7363], [15.1232, -2.6342, -11.5741], [15.4549, -2.0634, -14.5244], [15.2650, 0.0621, -13.4594], [13.7617, -0.2886, -12.7686], [13.9021, 0.0027, -14.5755], [12.6585, -2.0918, -14.2545], [13.0398, -2.5253, -12.9055], [13.5242, 5.4589, -11.0873], [13.4843, 5.6925, -9.6485], [14.7692, 5.7626, -8.9231], [15.3275, 4.4280, -8.3673], [14.3225, 3.5384, -7.7217], [16.4953, 4.7540, -7.4833], [12.5271, 5.2420, -11.4704], [14.2121, 4.6176, -11.1707], [14.0234, 6.2440, -11.6553], [15.5480, 6.2656, -9.4964], [14.6398, 6.3842, -8.0372], [15.7780, 3.9404, -9.2319], [13.4356, 3.3042, -8.3105], [13.8512, 4.0553, -6.8858], [14.7139, 2.5541, -7.4646], [16.6411, 4.0121, -6.8137], [16.3129, 5.6205, -6.9975], [6.7696, 7.4156, -17.2978], [5.7629, 7.3903, -18.1833], [6.0553, 6.5406, -19.3814], [6.4089, 5.0874, -19.2310], [6.9110, 4.4758, -20.5499], [5.2247, 4.3186, -18.8772], [6.4110, 7.3252, -16.2724], [7.3332, 8.3413, -17.1812], [7.5653, 6.6768, -17.3929], [5.1910, 6.6957, -20.0272], [6.8124, 7.0237, -19.9990], [7.0143, 4.9933, -18.3295], [6.0691, 4.2806, -21.2142], [7.3682, 3.5010, -20.3795], [7.6401, 5.0699, -21.1008], [4.5646, 4.4978, -19.6204], [4.7075, 4.6088, -18.0597], [18.9783, 3.0672, -14.1502], [18.4848, 4.1335, -14.9214], [17.1717, 4.1050, -15.2490], [16.8764, 5.5373, -15.7798], [17.2502, 6.6409, -14.7522], [15.5275, 5.7327, -16.1110], [20.0647, 3.1481, -14.1149], [18.7852, 2.0803, -14.5708], [18.6379, 3.1916, -13.1222], [16.9084, 3.1909, -15.7812], [16.7904, 4.1136, -14.2279], [17.5180, 5.6412, -16.6549], [18.2331, 6.4328, -14.3297], [16.5380, 6.6189, -13.9273], [17.0958, 7.6455, -15.1458], [15.1794, 4.8771, -16.5196], [15.0612, 5.8440, -15.2221], [13.0188, 3.1894, -14.5245], [13.5496, 3.6259, -15.7629], [12.5655, 3.7639, -16.8606], [11.7728, 5.1260, -16.7457], [10.5942, 5.3998, -17.6847], [12.4736, 6.3286, -16.6745], [12.6988, 4.1167, -14.0493], [13.6785, 2.8395, -13.7305], [12.2867, 2.3907, -14.6444], [13.2239, 3.6396, -17.7204], [11.8149, 2.9812, -16.9714], [11.2549, 5.1724, -15.7877], [9.9547, 6.2098, -17.3339], [9.8772, 4.5840, -17.7768], [11.0768, 5.7478, -18.5980], [13.4187, 6.0612, -16.4390], [12.0760, 6.8563, -15.9106], [13.4169, 6.8318, -19.4605], [14.7359, 7.3403, -19.4720], [15.3598, 7.1275, -20.9050], [15.2285, 5.7690, -21.2619], [13.1157, 6.9227, -18.5535], [14.7825, 8.4180, -19.3158], [15.2668, 6.9007, -18.6277], [16.4018, 7.4470, -20.8909], [14.8060, 7.8154, -21.5439], [14.2906, 5.5971, -21.1508], [8.7625, 10.8865, -15.9852], [8.9760, 10.1628, -14.7841], [10.4666, 9.9656, -14.5515], [10.8650, 8.7897, -15.2920], [7.9410, 11.3762, -15.9026], [8.5856, 10.6069, -13.8685], [8.4889, 9.1966, -14.9158], [10.6156, 9.5690, -13.5472], [11.1380, 10.8017, -14.7471], [11.1182, 9.0369, -16.1844], [14.5152, 8.3919, -14.5916], [14.3723, 9.5762, -15.3281], [14.5982, 9.1695, -16.8055], [15.7567, 8.5654, -16.9965], [14.1996, 8.7664, -13.7659], [13.4728, 10.1788, -15.2023], [15.2298, 10.1855, -15.0426], [14.6491, 9.9862, -17.5256], [13.9278, 8.3703, -17.1219], [15.6722, 7.7840, -16.4454], [10.6445, 7.1003, -24.3191], [10.5616, 5.9745, -23.4979], [10.8312, 6.3969, -22.0729], [12.2661, 6.5210, -21.8495], [11.5548, 7.2570, -24.5806], [9.5855, 5.4942, -23.5655], [11.4199, 5.3614, -23.7729], [10.5874, 5.6860, -21.2835], [10.4169, 7.3604, -21.7762], [12.5485, 6.8731, -21.0022]],
  "atomic_forces_ev_per_a": [[0.05, -1.79, 0.64], [-0.88, 2.21, -2.12], [-2.85, -1.14, -0.95], [-0.92, 1.83, -0.61], [2.77, 0.09, 1.91], [0.90, -1.99, 1.37], [0.51, 0.89, 0.56], [-0.21, 0.14, 0.67], [0.61, -0.54, -0.20], [0.37, -0.41, -0.51], [-0.15, 0.93, 0.67], [-0.56, -0.43, -0.55], [0.13, 0.77, -0.23], [-0.57, 0.14, -0.23], [-0.14, -0.64, -0.01], [0.84, 0.72, -1.21], [0.11, -0.74, 0.78], [1.65, -0.56, 1.64], [0.74, 0.47, 0.26], [-0.80, -0.33, -0.17], [1.13, 0.42, -1.05], [-1.39, -0.21, 0.22], [-0.83, 0.09, -0.92], [0.12, 0.06, 0.32], [-0.34, -0.51, -0.69], [-0.30, 0.55, 0.14], [-0.04, -0.10, -0.38], [-0.71, 0.30, -0.08], [-0.08, -0.45, -0.09], [0.20, 0.19, -0.71], [0.38, -0.17, 0.56], [0.29, 0.21, 0.42], [-0.02, 0.06, 0.11], [0.02, -0.01, 0.36], [2.26, 0.37, 2.85], [-0.99, -1.90, -3.06], [-0.03, 2.37, -0.48], [-1.22, -0.02, 1.02], [0.52, -0.07, 0.35], [-0.93, -0.83, -0.40], [-0.47, -0.50, 0.18], [-0.03, 0.72, -0.90], [-0.18, -0.38, -0.32], [-0.44, -0.39, 0.29], [0.65, 0.38, 0.43], [0.92, -0.20, -0.54], [-0.14, 0.21, 0.03], [-0.04, 0.02, 0.19], [-0.01, 0.23, 0.18], [-0.33, -0.34, -0.28], [0.52, 0.36, 0.44], [0.52, 0.48, 0.01], [3.87, -0.41, -0.82], [-0.73, 1.56, 2.16], [1.94, -0.30, 0.25], [-0.09, -1.01, 0.05], [-1.39, 0.16, -0.48], [0.02, 0.22, -0.11], [-0.51, -0.09, 0.04], [-0.35, -0.45, 0.19], [-0.49, 0.28, -0.58], [-1.88, -0.55, 0.13], [0.03, 0.25, -0.25], [0.04, 0.47, -0.24], [-0.15, -0.36, 0.25], [0.65, -0.14, -0.25], [-0.38, -0.03, -0.12], [-0.58, -0.11, 0.11], [-0.50, 1.08, 0.47], [-0.59, -1.04, -0.98], [0.49, 1.48, 0.57], [-2.96, -1.66, 1.07], [0.24, -0.59, -0.60], [2.71, 1.44, -0.57], [-1.27, -0.19, 0.26], [1.20, -0.34, -0.91], [-0.43, 0.36, -0.02], [-0.21, 0.60, -0.32], [0.10, -0.35, 0.70], [-0.10, -1.64, 0.58], [0.46, 0.31, 0.36], [0.32, -0.39, -0.51], [-0.62, -0.33, -0.57], [0.42, 0.80, 0.30], [0.44, 0.51, 0.01], [0.03, 0.28, -0.52], [1.25, 0.38, -1.07], [-0.86, -0.16, 2.18], [0.47, 0.39, -0.32], [-0.64, -0.23, 0.65], [-0.33, 0.20, 0.10], [0.42, -0.26, -0.41], [0.04, -0.30, -0.03], [-0.09, -0.15, -0.49], [-0.31, -0.36, -0.21], [0.01, 0.47, 0.25], [0.52, 0.24, 0.08], [-0.38, -2.27, -0.19], [0.60, 0.20, -0.35], [-0.05, 0.02, -0.14], [-0.40, 0.56, -0.19], [0.26, -0.30, 0.36], [-0.10, 0.67, 0.37], [-0.39, 0.23, -0.04], [-0.06, 0.07, -0.22], [-1.30, 0.16, 0.99], [1.57, 0.68, -2.69], [-2.50, 1.39, -0.08], [4.36, -1.25, 0.64], [0.13, -1.11, 0.90], [-0.41, -0.48, 0.26], [0.04, 0.58, -0.17], [-0.99, 0.53, 0.30], [-1.68, 0.76, 0.17], [0.69, -0.98, -0.20], [-0.76, 0.91, -1.03], [1.33, 0.47, 1.06], [1.74, 0.14, 2.37], [0.06, -0.28, -2.21], [0.01, -0.10, 0.19], [0.12, -0.01, -0.34], [-0.46, -0.93, 0.12], [-1.01, -0.48, -0.38], [-0.61, 0.03, -0.53], [-0.62, 0.16, 0.67]],
  "mulliken_charge": [-0.780, -0.253, -0.862, 0.453, -1.475, -0.785, 0.334, 0.227, 0.324, 0.437, 0.403, 0.273, 0.390, 0.360, 0.378, 0.312, 0.262, -0.578, -0.445, -0.788, 0.596, -1.388, -0.624, 0.240, 0.297, 0.319, 0.322, 0.419, 0.107, 0.323, 0.325, 0.377, 0.248, 0.253, -0.159, -0.383, -0.735, 0.916, -1.258, -0.762, 0.231, 0.278, -0.188, 0.310, 0.334, 0.011, 0.387, 0.344, 0.198, 0.274, 0.250, -0.812, -0.373, -0.504, 0.047, -1.391, 0.192, 0.252, 0.316, 0.327, 0.534, 0.223, 0.236, 0.445, 0.292, 0.471, -0.091, -0.204, -0.794, -0.160, -1.031, 0.946, -1.315, 0.366, 0.228, 0.261, 0.334, 0.179, 0.516, 0.235, 0.088, 0.595, -0.101, -0.048, 0.143, -0.617, 0.429, -0.759, -0.589, -0.014, 0.034, 0.096, 0.469, 0.309, 0.353, -0.533, -0.284, -0.570, -0.401, 0.291, 0.423, 0.142, 0.301, 0.324, 0.187, -0.152, -0.599, 0.183, -0.613, 0.120, 0.267, 0.461, 0.502, -0.308, -0.038, -0.551, -0.607, -0.080, -0.402, 0.329, 0.296, 0.315, 0.197, 0.305, 0.333],
  "e_above_lowest_kj_mol": 630.7,
  "charge": 0,
  "gap_ev": 9.4262,
  "total_energy_ev": -64374.9000,
  "smiles": "COC[C@H](C)N.COC[C@H](C)N.COC[C@H](C)N.COC[C@H](C)N.COC[C@H](C)N.OCCO.OCCO.OCCO.OCCO"
}